No. 1
The following is a quantum chemistry calculation of a gas-phase ion, C4H7N2O (charge +1) in a non-equilibrium geometry, from the Open Molecules 2025 dataset.

Structure (XYZ):
```
14
C4H7N2O ωB97M-V with the def2-TZVPD basis set
C 0.14 -1.60 0.50
C 1.38 -1.27 -0.07
C -0.86 -0.55 0.55
C -1.68 1.75 0.11
N 1.64 -0.02 -0.42
N -0.98 0.51 -0.22
O 2.51 0.25 -1.29
H -0.01 -2.59 0.92
H 2.15 -2.16 -0.12
H -1.48 -0.46 1.44
H -2.61 1.89 -0.49
H -1.92 1.85 1.23
H -1.02 2.67 -0.16
H 2.73 -0.25 -1.98
```

Computed properties:
energy above the lowest of the compared OMol25 structures with the same formula, charge and spin: 623.4 kJ/mol
net charge: +1
total energy: -340.8988 Eh
HOMO (spin up / spin down): -14.472 / -14.469 eV


No. 2
The following is a quantum chemistry calculation of a gas-phase ion, C4H7N2O2 (charge +1) in a non-equilibrium geometry, from the Open Molecules 2025 dataset.

Structure (XYZ):
```
15
C4H7N2O2 ωB97M-V with the def2-TZVPD basis set
C -0.97 -0.66 -1.46
C 0.54 0.08 -0.72
C 0.40 1.29 0.02
C -0.21 -0.63 1.72
N -0.51 -0.33 -2.66
N 0.62 0.00 0.71
O -0.60 0.62 -3.35
O -1.64 -1.33 -0.80
H 1.23 1.88 0.23
H 1.47 -0.04 -1.19
H -0.56 1.56 0.33
H -0.41 -1.60 1.56
H 0.22 -0.62 2.69
H -1.24 -0.07 1.97
H 1.67 -0.16 0.94
```

Computed properties:
<S²>: 2.01
energy above the lowest of the compared OMol25 structures with the same formula, charge and spin: 384.9 kJ/mol
multiplicity: 3
net charge: +1
total energy: -416.0832 Eh
HOMO (spin up / spin down): -13.173 / -15.320 eV


No. 3
The following is a quantum chemistry calculation of 2 unconnected molecules or ions with the total composition C4H7N2O4S in a non-equilibrium geometry, from the Open Molecules 2025 dataset.

Structure (XYZ):
```
18
C4H7N2O4S ωB97M-V with the def2-TZVPD basis set
C 0.75 1.70 0.00
C 1.44 -0.81 -0.34
C 0.32 0.25 -0.54
C -1.12 -0.31 -0.27
N -1.30 -1.64 -0.71
N -1.11 -0.45 1.78
O 1.96 1.86 0.07
O 2.68 -0.39 -0.24
O -0.21 2.43 0.34
O 1.29 -1.97 -0.17
S -2.37 0.85 -0.67
H 0.36 0.56 -1.55
H -2.14 -2.15 -0.39
H -0.43 -2.00 -0.50
H 2.63 0.63 -0.24
H -1.10 0.49 2.06
H -0.15 -0.89 1.83
H -1.52 1.83 -0.47
```

Computed properties:
<S²>: 2.01
multiplicity: 3
net charge: -1
total energy: -965.1985 Eh
HOMO (spin up / spin down): -1.226 / -5.286 eV


No. 4
The following is a quantum chemistry calculation of a molecular structure, C4H7N2OS in a non-equilibrium geometry, from the Open Molecules 2025 dataset.

Structure (XYZ):
```
15
C4H7N2OS ωB97M-V with the def2-TZVPD basis set
C -2.88 -1.17 -0.53
C -2.85 1.01 0.32
C -2.08 -0.01 -0.31
C 0.46 -0.44 0.29
N -4.12 -1.07 -0.13
N 1.41 0.61 0.00
O -0.83 0.20 -0.77
S -4.43 0.38 0.54
H -2.48 -2.08 -1.02
H -2.74 2.01 0.49
H 0.70 -1.44 0.07
H 0.04 -0.38 1.21
H 1.33 0.78 -0.95
H 2.45 0.38 -0.04
H 1.28 1.52 0.45
```

Computed properties:
energy above the lowest of the compared OMol25 structures with the same formula, charge and spin: 289.3 kJ/mol
net charge: +1
total energy: -739.1938 Eh
HOMO: -12.579 eV


No. 5
The following is a quantum chemistry calculation of 2 unconnected molecules or ions with the total composition C4H7N2OS in a non-equilibrium geometry, from the Open Molecules 2025 dataset.

Structure (XYZ):
```
15
C4H7N2OS ωB97M-V with the def2-TZVPD basis set
C -2.54 0.55 0.15
C -0.49 -0.49 0.10
C -0.60 1.91 -0.40
C 2.26 -1.05 0.20
N -3.65 0.50 0.37
N -1.19 0.60 -0.06
O 1.50 0.04 0.02
S -0.32 -2.13 0.21
H -1.08 2.67 0.13
H -0.68 2.08 -1.39
H 0.50 1.79 -0.06
H 2.22 -1.95 -0.49
H 2.21 -1.46 1.23
H 3.37 -0.66 0.38
H -1.52 -2.39 -0.40
```

Computed properties:
energy above the lowest of the compared OMol25 structures with the same formula, charge and spin: 620.1 kJ/mol
net charge: +1
total energy: -739.0678 Eh
HOMO (spin up / spin down): -14.760 / -14.753 eV


No. 6
The following is a quantum chemistry calculation of a gas-phase ion, C4H7N2S (charge +1) in a non-equilibrium geometry, from the Open Molecules 2025 dataset.

Structure (XYZ):
```
14
C4H7N2S ωB97M-V with the def2-TZVPD basis set
C 1.18 0.10 -0.78
C -1.67 -0.25 0.01
C -0.68 -1.29 0.27
C 0.15 1.46 0.67
N 0.77 -0.99 0.08
N 0.74 1.31 -0.48
S -3.16 0.15 -0.22
H 1.93 -0.05 -1.50
H -0.79 -1.77 1.29
H -1.05 -2.02 -0.47
H -0.08 2.41 0.95
H 0.23 0.61 1.34
H 1.37 -1.82 -0.28
H 1.07 2.16 -0.90
```

Computed properties:
energy above the lowest of the compared OMol25 structures with the same formula, charge and spin: 456.1 kJ/mol
net charge: +1
total energy: -663.9009 Eh
HOMO (spin up / spin down): -12.201 / -11.468 eV


No. 7
The following is a quantum chemistry calculation of 2 unconnected molecules or ions with the total composition C4H7N2S in a non-equilibrium geometry, from the Open Molecules 2025 dataset.

Structure (XYZ):
```
14
C4H7N2S ωB97M-V with the def2-TZVPD basis set
C -2.23 -0.94 -0.39
C 1.59 -1.23 0.12
C -2.46 0.28 -0.01
C 0.10 0.75 0.15
N 0.81 -0.26 0.06
N 1.21 2.83 -0.42
S -1.28 1.56 0.35
H -3.15 -1.56 -0.44
H -1.20 -1.34 -0.34
H 2.32 -1.18 0.82
H 1.58 -1.93 -0.71
H -3.44 0.66 0.31
H 0.62 3.48 0.01
H 2.04 2.63 0.08
```

Computed properties:
energy above the lowest of the compared OMol25 structures with the same formula, charge and spin: 699.9 kJ/mol
net charge: +1
total energy: -663.8081 Eh
HOMO: -13.375 eV


No. 8
The following is a quantum chemistry calculation of a gas-phase ion, C4H7N2S (charge +1) in a non-equilibrium geometry, from the Open Molecules 2025 dataset.

Structure (XYZ):
```
14
C4H7N2S ωB97M-V with the def2-TZVPD basis set
C -1.05 -1.14 0.18
C -1.71 0.15 -0.01
C 0.48 1.16 0.07
C 0.49 -1.23 0.29
N 1.12 0.05 0.25
N -0.86 1.25 0.07
S 2.83 0.21 -0.06
H -1.62 -2.16 0.25
H -2.76 0.28 -0.32
H 0.85 2.14 0.09
H 0.66 -1.84 1.20
H 0.71 -2.05 -0.50
H -1.18 2.15 0.38
H 2.89 -1.13 0.14
```

Computed properties:
<S²>: 2.01
energy above the lowest of the compared OMol25 structures with the same formula, charge and spin: 176.6 kJ/mol
multiplicity: 3
net charge: +1
total energy: -663.8896 Eh
HOMO (spin up / spin down): -10.622 / -13.567 eV